[1]
Molecular formula: C4H12NO
Method: DFT, ωB97M-V/def2-TZVPD

As for the structure (SMILES): C[NH2+][C@H](C)CO. As for the energy relative to the best compared isomer or geometry (same formula, charge and spin): 47.4 kcal per mole.

```
! wB97M-V def2-TZVPD RIJCOSX def2/J DEFGRID3
* xyz 1 1
C 1.4517 1.1067 1.6709
N 0.6524 -0.0426 1.2173
C 0.0143 0.1979 -0.2039
C -1.1842 1.0369 0.0662
C -0.1297 -1.2136 -0.8513
O -0.9158 -1.0832 -2.0134
H 2.0480 0.6742 2.4911
H 2.0399 1.3626 0.7850
H 0.7909 1.9175 1.9405
H 1.2566 -0.8253 1.1662
H -0.2231 -0.1355 1.7253
H 0.9088 0.5241 -0.7830
H -1.8404 1.2262 -0.8547
H -1.0265 1.9609 0.3567
H -1.9078 0.4354 0.7625
H -0.6733 -1.9740 -0.2754
H 0.8725 -1.7137 -1.0526
H -0.3980 -1.2557 -2.7671
*
```

Atomic charges from the natural (NBO) analysis, expressed in e, are listed below: atom 1 (C): -0.41, atom 2 (N): -0.51, atom 3 (C): -0.05, atom 4 (C): -0.67, atom 5 (C): -0.10, atom 6 (O): -0.69, atom 7 (H): 0.24, atom 8 (H): 0.23, atom 9 (H): 0.24, atom 10 (H): 0.43, atom 11 (H): 0.44, atom 12 (H): 0.23, atom 13 (H): 0.29, atom 14 (H): 0.23, atom 15 (H): 0.22, atom 16 (H): 0.19, atom 17 (H): 0.19, atom 18 (H): 0.49



[2]
Molecular formula: C4H7NO
Method: DFT, ωB97M-V/def2-TZVPD

As for the structure (SMILES): N=C=O.C=CC. As for the energy relative to the best compared isomer or geometry (same formula, charge and spin): 44.9 kcal per mole.

```
! wB97M-V def2-TZVPD RIJCOSX def2/J DEFGRID3
* xyz 0 1
N -2.8481 1.1172 0.1652
C -3.5435 0.2800 -0.3463
O -3.9456 -0.7601 -0.6696
H -2.7359 2.0746 -0.0399
C -0.3929 -1.5582 0.5896
C 0.5744 -0.6811 0.7643
C 0.8794 0.4557 -0.1622
H -0.5873 -2.4764 1.2868
H -1.1439 -1.4991 -0.1916
H 1.3754 -0.9821 1.4111
H 1.6326 -0.0262 -0.8222
H 1.2265 1.2630 0.3398
H -0.0465 0.6027 -0.7631
*
```

Atomic charges from the natural (NBO) analysis, expressed in e, are listed below: atom 1 (N): -0.76, atom 2 (C): 0.85, atom 3 (O): -0.50, atom 4 (H): 0.41, atom 5 (C): -0.40, atom 6 (C): -0.18, atom 7 (C): -0.64, atom 8 (H): 0.20, atom 9 (H): 0.19, atom 10 (H): 0.19, atom 11 (H): 0.22, atom 12 (H): 0.21, atom 13 (H): 0.21



- Among the records above, which one has the highest energy relative to the best compared isomer or geometry (same formula, charge and spin)?
  C4H12NO